1.
Formula: C22H19Br2N5O3PS2W
Source: OMol25
Level of theory: the ωB97M-V functional and the def2-TZVPD basis

Output
2S+1	4
gap between HOMO and LUMO (alpha / beta)	6.47 / 6.96	eV
<S²>	3.791
energy	-7702.24299	a.u.
LUMO level (alpha / beta)	-0.68 / -1.05	eV

Last column: Löwdin charge in e.
Element x y z (Å)
W -0.83373 0.48263 0.99030  1.080
C 4.70137 3.73435 0.32396  -0.066
C 3.22250 4.04687 0.27670  -0.268
O 2.49715 2.99800 -0.40900  -0.333
P 1.69308 1.85899 0.35311  -0.113
S 0.61776 0.96313 -1.08459  0.321
S 0.54120 2.55894 1.84546  0.336
O 2.83596 0.94387 0.94824  -0.309
C 2.90905 0.38684 2.28862  -0.292
C 3.77624 1.24141 3.18364  -0.070
H 5.23313 4.55546 0.81177  0.083
H 5.09690 3.61177 -0.68561  0.084
H 4.88534 2.81715 0.88002  0.057
H 3.03169 4.94764 -0.30070  0.117
H 2.80614 4.18514 1.27491  0.084
H 3.32640 -0.60426 2.15650  0.081
H 1.91468 0.28107 2.69745  0.061
H 4.78719 1.33351 2.78069  0.074
H 3.83734 0.77065 4.16779  0.087
H 3.34510 2.23688 3.30598  0.065
Br 2.40874 -3.46754 1.93249  0.829
C 0.70496 -3.49570 1.13885  -0.590
C 0.14285 -4.72644 0.75925  -0.157
C -1.09955 -4.79105 0.19796  -0.626
Br -1.80089 -6.48066 -0.29900  0.776
C -1.85581 -3.61818 -0.01617  -0.182
C -3.14689 -3.55948 -0.58020  -0.012
C -3.75435 -2.34664 -0.74285  -0.034
C -3.09900 -1.18089 -0.33913  -0.103
N -1.90013 -1.19419 0.20379  -0.050
C -1.26706 -2.39558 0.36567  -0.128
C 0.02829 -2.30594 0.95459  -0.401
O 0.47762 -1.12537 1.26792  -0.289
H 0.70836 -5.63427 0.91885  0.099
H -3.64473 -4.47341 -0.87676  0.087
H -4.74054 -2.27277 -1.18328  0.112
H -3.56094 -0.21291 -0.45886  0.100
N -2.25796 1.79492 0.60552  -0.050
C -3.09511 2.55626 0.39353  -0.044
C -4.12154 3.51056 0.11330  -0.206
C -5.46362 3.15801 0.27425  -0.025
C -6.45063 4.08673 -0.00454  -0.067
C -6.10717 5.36132 -0.43710  -0.065
C -4.77194 5.71370 -0.58556  -0.064
C -3.77494 4.79400 -0.31333  -0.017
H -5.71845 2.16543 0.62432  0.120
H -7.49237 3.81874 0.12257  0.111
H -6.88394 6.08357 -0.65672  0.110
H -4.50586 6.71028 -0.91266  0.111
H -2.72984 5.05363 -0.42252  0.125
N -1.47589 0.10897 2.90002  -0.048
C -1.12755 -0.35898 3.92749  -0.319
N -0.87701 -0.85333 5.04127  0.100
C 0.21385 -1.17068 5.70706  -0.375
N 1.13328 -1.47896 6.34362  0.094

***

2.
Formula: C22H19BrMnN4O2S4
Source: OMol25
Level of theory: the ωB97M-V functional and the def2-TZVPD basis

Output
2S+1	5
gap between HOMO and LUMO (alpha / beta)	4.28 / 6.19	eV
<S²>	6.317
energy	-6536.72634	a.u.
LUMO level (alpha / beta)	-5.67 / -3.76	eV
ΔE to the lowest compared entry with this formula, charge and spin	32.4	kcal/mol
total charge	+1

Last column: Löwdin charge in e.
Element x y z (Å)
Mn 0.45645 -1.51649 -1.13683  0.745
Br -0.30153 -4.30728 -1.73750  0.841
C 1.30129 -4.20065 -2.79421  -0.555
C 1.58048 -5.30109 -3.59565  -0.124
C 2.81961 -5.48958 -4.18522  -0.045
C 3.81321 -4.50080 -4.02877  0.020
C 3.54788 -3.30947 -3.26015  -0.119
C 4.57323 -2.33586 -3.15603  0.008
C 4.32165 -1.14691 -2.48243  -0.041
C 3.08230 -0.94779 -1.85689  -0.104
C 2.08740 -1.93757 -1.95673  -0.231
C 2.22081 -3.12158 -2.64813  -0.211
H 0.79423 -6.02967 -3.82411  0.117
H 2.95943 -6.37899 -4.78369  0.115
H 4.77714 -4.59742 -4.46843  0.107
H 5.50000 -2.51974 -3.65239  0.116
H 5.06623 -0.37384 -2.34362  0.117
H 2.97658 -0.05545 -1.27627  0.072
S -0.93573 -0.59998 -3.04654  0.679
C -0.58777 0.99750 -2.56668  -1.085
N -1.49791 1.92052 -2.34363  -0.016
C -1.08080 3.31964 -2.30162  -0.164
C 0.49724 3.31489 -2.18750  -0.350
S 1.02622 1.60334 -2.42969  0.984
H -2.44049 1.63176 -2.14670  0.156
H -1.49365 3.77451 -1.40713  0.079
H -1.41887 3.86968 -3.23038  0.146
H 0.70911 3.61174 -1.15547  0.077
H 1.01231 3.96981 -2.86540  0.075
N -4.09969 1.83045 6.26149  0.132
C -3.61939 2.15070 5.06647  -0.360
C -2.79148 3.27253 4.97068  -0.002
C -2.13595 3.52219 3.76254  -0.037
C -2.31154 2.56048 2.78592  -0.350
C -3.32776 1.61504 2.78067  -0.070
C -4.01161 1.46990 3.95497  -0.032
S -1.27197 2.45743 1.35758  0.592
O 0.06232 2.87544 1.67476  -0.350
O -2.04876 3.14996 0.37719  -0.325
N -1.23702 0.87510 0.71787  -0.071
C -0.48257 0.06625 1.36176  -0.720
S 0.17539 0.45627 2.95303  1.067
C 0.53431 -1.26800 3.11080  -0.367
C 0.40652 -1.91314 1.92705  -0.292
N -0.05071 -1.15092 0.89827  -0.115
H -3.81188 2.34871 7.04514  0.089
H -4.44096 0.92104 6.50224  0.110
H -2.60035 3.88529 5.83801  0.116
H -1.47846 4.40315 3.62909  0.137
H -3.42507 0.93682 1.96758  0.106
H -4.86513 0.76177 3.97693  0.135
H 0.74027 -1.60061 4.14201  0.076
H 0.72546 -2.96905 1.80575  0.120

***

3.
Formula: C22H19Cl2F8NOS
Source: OMol25
Level of theory: the ωB97M-V functional and the def2-TZVPD basis

Output
gap between HOMO and LUMO	8.11	eV
SMILES string	C[C@@H](Cl)Cc1cc2c(cc1CCOCC(F)(F)C(F)(F)C(F)(F)C(F)F)Sc1cccc(Cl)c1N2
energy	-3097.25929	a.u.
LUMO level	0.51	eV

Last column: Löwdin charge in e.
Element x y z (Å)
C 4.76806 0.17047 2.57689  -0.136
C 3.60275 -0.54874 1.91894  -0.719
Cl 2.15114 -0.25391 2.95121  0.625
C 3.35017 0.01639 0.53440  -0.193
C 2.19528 -0.56943 -0.24892  -0.173
C 1.72385 -1.84585 0.04772  0.022
C 0.72622 -2.47018 -0.70436  -0.235
C 0.20146 -1.78855 -1.78939  -0.443
C 0.62625 -0.50034 -2.09423  -0.035
C 1.60797 0.11956 -1.32119  -0.171
C 1.99721 1.54339 -1.66570  -0.098
C 1.36694 2.53758 -0.69402  -0.206
O 0.02953 2.77191 -1.08380  -0.117
C -0.49457 3.90182 -0.42937  -0.089
C -1.96284 4.07389 -0.85159  -0.406
F -2.27085 3.27438 -1.86702  0.156
F -2.10881 5.34878 -1.30700  0.112
C -3.03128 3.90415 0.27394  -0.371
F -3.27795 5.09649 0.82053  0.165
F -4.16525 3.46290 -0.28729  0.159
C -2.70179 2.93052 1.44104  -0.384
F -3.87587 2.71316 2.07719  0.134
F -1.88438 3.51312 2.32037  0.151
C -2.17152 1.52433 1.08254  -0.290
F -2.56076 1.18097 -0.14533  0.133
F -0.83299 1.49356 1.15907  0.100
S -1.00560 -2.57452 -2.82717  1.037
C -1.76584 -3.65529 -1.64143  -0.449
C -3.08678 -4.03928 -1.84834  -0.103
C -3.69589 -4.92845 -0.96734  -0.084
C -2.97818 -5.40540 0.12246  -0.115
C -1.66363 -5.00576 0.31934  -0.577
Cl -0.81832 -5.62859 1.70807  0.701
C -1.01823 -4.12541 -0.56094  -0.273
N 0.32566 -3.78063 -0.34928  0.086
H 4.53920 1.23366 2.58891  0.075
H 5.68567 0.02107 2.01476  0.083
H 4.87796 -0.13858 3.60937  0.070
H 3.78285 -1.61471 1.89935  0.093
H 3.28561 1.09238 0.63798  0.101
H 4.25828 -0.18108 -0.04409  0.139
H 2.13823 -2.40003 0.87543  0.104
H 0.18755 0.02307 -2.92740  0.115
H 1.65723 1.79252 -2.66334  0.121
H 3.07881 1.64392 -1.60628  0.115
H 1.95578 3.46002 -0.64658  0.130
H 1.36454 2.11214 0.31008  0.112
H 0.04612 4.78718 -0.76355  0.143
H -0.36892 3.82141 0.65073  0.130
H -2.57499 0.81991 1.80794  0.176
H -3.62544 -3.65639 -2.69941  0.101
H -4.71543 -5.23120 -1.13845  0.102
H -3.45871 -6.07547 0.81527  0.101
H 0.58453 -3.96687 0.60926  0.076

***

Number 1: strongest force on any atom 0.0372 Eh/bohr. Number 2: strongest force on any atom 0.0631 Eh/bohr. Number 3: strongest force on any atom 0.0176 Eh/bohr.